[1]
An isolated molecule of C18H20N2O4S at a distorted geometry, computed with ωB97M-V/def2-TZVPD.

Output
Gap between HOMO and LUMO ... 9.09 eV
SMILES string ... COc1cccc(NC(=O)c2ccc(S(=O)(=O)N3CCCC3)cc2)c1
Highest occupied orbital energy ... -8.87 eV
ΔE to the lowest compared entry with this formula, charge and spin ... 179.53 kJ/mol

Structure (ORCA input):
```
! RIJCOSX wB97M-V def2-TZVPD def2/J DEFGRID3
* xyz 0 1
C -0.50 -3.31 -0.65
H -0.22 -3.49 0.40
O -0.92 -1.98 -0.85
C -2.04 -1.55 -0.21
C -2.41 -0.23 -0.48
C -3.52 0.33 0.13
C -4.30 -0.45 0.98
C -3.94 -1.75 1.24
C -2.81 -2.31 0.66
H -2.55 -3.33 0.89
H -4.54 -2.36 1.90
H -5.18 -0.02 1.45
N -3.90 1.66 -0.10
C -3.12 2.76 -0.33
O -3.62 3.82 -0.64
C -1.65 2.58 -0.12
C -1.17 2.04 1.07
C 0.18 1.84 1.24
C 1.05 2.19 0.21
C 0.59 2.77 -0.95
C -0.77 2.98 -1.11
H -1.16 3.44 -2.01
H 1.30 3.05 -1.71
S 2.77 1.75 0.40
O 3.49 2.18 -0.76
O 3.25 2.16 1.69
N 2.59 0.08 0.45
C 2.33 -0.50 -0.87
H 2.45 0.28 -1.62
H 1.30 -0.87 -0.91
C 3.37 -1.62 -1.06
H 2.95 -2.58 -0.76
H 3.70 -1.69 -2.09
C 4.48 -1.22 -0.10
H 5.12 -2.05 0.19
H 5.10 -0.43 -0.54
C 3.69 -0.65 1.07
H 4.25 0.04 1.70
H 3.27 -1.45 1.69
H 0.59 1.41 2.14
H -1.86 1.76 1.86
H -4.89 1.85 -0.09
H -1.82 0.33 -1.18
H -1.27 -4.02 -0.95
H 0.37 -3.44 -1.28
*
```

Atomic partial charges in e from the Löwdin method, atoms 1 to 2:
1 C -0.084
2 H 0.099


[2]
An isolated molecule of C18H20N2O5S, computed with ωB97M-V/def2-TZVPD.

Output
Gap between HOMO and LUMO ... 8.64 eV
SMILES string ... COc1ccc(NS(=O)(=O)c2ccc(NC(=O)[C@@H]3CCCO3)cc2)cc1
Highest occupied orbital energy ... -8.27 eV
ΔE to the lowest compared entry with this formula, charge and spin ... 95.84 kJ/mol

Structure (ORCA input):
```
! RIJCOSX wB97M-V def2-TZVPD def2/J DEFGRID3
* xyz 0 1
C -0.11 -4.68 -0.91
H -0.92 -5.39 -0.76
O -0.02 -3.95 0.29
C 0.94 -2.99 0.40
C 1.01 -2.33 1.62
C 1.92 -1.31 1.83
C 2.80 -0.94 0.81
C 2.75 -1.61 -0.40
C 1.82 -2.63 -0.62
H 1.81 -3.12 -1.57
H 3.43 -1.33 -1.18
N 3.70 0.11 0.97
S 3.63 1.35 -0.18
O 4.23 0.91 -1.40
O 4.17 2.50 0.48
C 1.86 1.50 -0.40
C 1.11 2.03 0.63
C -0.27 1.99 0.57
C -0.89 1.38 -0.52
C -0.12 0.88 -1.57
C 1.26 0.93 -1.50
H 1.88 0.55 -2.29
H -0.60 0.43 -2.42
N -2.27 1.26 -0.62
C -3.23 1.57 0.29
O -3.06 2.08 1.37
C -4.64 1.20 -0.23
C -5.53 0.67 0.91
H -4.97 0.68 1.84
C -5.88 -0.75 0.46
H -6.86 -0.78 -0.01
C -4.80 -1.04 -0.59
H -3.88 -1.40 -0.10
H -5.11 -1.76 -1.35
O -4.57 0.20 -1.23
H -5.86 -1.47 1.28
H -6.42 1.29 1.04
H -5.05 2.10 -0.71
H -2.63 0.80 -1.46
H -0.87 2.39 1.37
H 1.61 2.49 1.47
H 3.73 0.50 1.90
H 1.96 -0.81 2.78
H 0.32 -2.62 2.40
H 0.82 -5.22 -1.12
H -0.35 -4.03 -1.76
*
```

Atomic partial charges in e from the Löwdin method, atoms 1 to 2:
1 C -0.093
2 H 0.092


[3]
A structure of composition C18H20N3O2Pt at a distorted geometry, computed with ωB97M-V/def2-TZVPD.

Output
Gap between HOMO and LUMO (spin up / spin down) ... 5.36 / 8.25 eV
Highest occupied orbital energy (spin up / spin down) ... -9.04 / -12.06 eV

Structure (ORCA input):
```
! RIJCOSX wB97M-V def2-TZVPD def2/J DEFGRID3
* xyz 1 3
Pt 0.04 -0.73 -1.62
O -6.35 -1.46 1.14
C -5.19 -1.12 1.88
C -3.98 -1.09 0.98
C -3.80 -2.06 0.00
C -2.66 -2.00 -0.77
N -1.70 -1.06 -0.63
C -1.85 -0.09 0.33
C -2.99 -0.11 1.14
C -0.77 0.95 0.45
C -0.78 1.95 1.43
C 0.24 2.91 1.50
C 0.21 3.98 2.55
O -1.05 4.65 2.54
C 1.28 2.84 0.58
C 1.25 1.83 -0.36
N 0.27 0.90 -0.44
H -7.10 -1.42 1.76
H -5.04 -1.87 2.67
H -5.35 -0.15 2.35
H -4.53 -2.84 -0.17
H -2.47 -2.73 -1.56
H -3.14 0.64 1.91
H -1.58 2.01 2.17
H 0.99 4.73 2.39
H 0.36 3.54 3.54
H -1.28 4.80 1.61
H 2.10 3.55 0.58
H 2.03 1.72 -1.10
N 1.79 -0.35 -2.58
C 2.88 -1.13 -2.17
C 3.98 -1.32 -3.00
C 5.12 -1.99 -2.53
C 5.17 -2.43 -1.21
C 4.10 -2.19 -0.36
C 2.97 -1.52 -0.83
H 1.67 -0.38 -3.61
H 2.02 0.65 -2.53
H 3.97 -0.97 -4.03
H 5.97 -2.15 -3.20
H 6.05 -2.95 -0.85
H 4.14 -2.52 0.68
H 2.14 -1.33 -0.16
H 0.88 -1.68 -0.47
*
```

Atomic partial charges in e from the Löwdin method, atoms 1 to 2:
1 Pt 1.023
2 O -0.051


[4]
An isolated molecule of C18H20N4O2S at a distorted geometry, computed with ωB97M-V/def2-TZVPD.

Output
Gap between HOMO and LUMO ... 8.90 eV
SMILES string ... Nc1[nH]c2c(C3CCCCC3)nncc2c1S(=O)(=O)c1ccccc1
Highest occupied orbital energy ... -8.72 eV
ΔE to the lowest compared entry with this formula, charge and spin ... 501.37 kJ/mol

Structure (ORCA input):
```
! RIJCOSX wB97M-V def2-TZVPD def2/J DEFGRID3
* xyz 0 1
O 1.83 2.63 -3.54
O 2.16 0.12 -3.37
N 1.34 -1.76 1.01
N 0.01 -2.00 1.08
C -0.35 1.84 -1.40
C 0.86 1.32 -1.37
C 1.67 -0.61 0.21
C -0.86 -1.12 0.60
C 6.08 1.98 -0.30
C 5.98 0.94 -1.21
C 5.00 2.81 -0.01
C 4.80 0.73 -1.88
C 3.83 2.57 -0.69
C 0.75 0.30 -0.26
C -0.56 0.10 0.02
C 3.72 1.58 -1.67
N -0.87 2.78 -2.26
N -1.17 1.17 -0.57
C -4.79 -2.34 2.22
C -4.13 -0.98 2.60
C -4.31 -2.86 0.87
C -2.63 -0.99 2.35
C -2.78 -2.80 0.65
C -2.38 -1.32 0.81
S 2.17 1.48 -2.62
H 2.80 -0.54 0.11
H 7.03 2.19 0.20
H 6.82 0.26 -1.51
H 5.15 3.55 0.79
H 4.75 0.04 -2.66
H 2.98 3.21 -0.51
H -0.26 3.07 -3.12
H -1.83 2.69 -2.49
H -2.17 1.27 -0.47
H -4.52 -3.14 2.94
H -5.83 -2.20 2.29
H -4.25 -0.64 3.66
H -4.47 -0.20 1.91
H -4.74 -2.42 0.02
H -4.62 -3.92 0.72
H -2.23 0.04 2.50
H -2.14 -1.59 3.16
H -2.30 -3.47 1.31
H -2.59 -3.19 -0.30
H -2.95 -0.58 0.17
*
```

Atomic partial charges in e from the Löwdin method, atoms 1 to 2:
1 O -0.363
2 O -0.368


[5]
A structure of composition C18H20N6O2PPdS4 at a distorted geometry, computed with ωB97M-V/def2-TZVPD.

Output
Gap between HOMO and LUMO ... 4.67 eV
Highest occupied orbital energy ... -16.64 eV

Structure (ORCA input):
```
! RIJCOSX wB97M-V def2-TZVPD def2/J DEFGRID3
* xyz 3 1
Pd 0.29 -0.23 -1.83
S 2.46 -0.12 -1.30
C 2.68 1.40 -0.68
C 3.91 1.77 -0.06
C 4.08 3.04 0.38
C 5.30 3.43 1.01
N 6.27 3.74 1.54
C 3.02 4.05 0.21
C 1.86 3.75 -0.42
C 1.63 2.41 -0.86
S 0.23 1.99 -1.62
C 3.23 5.36 0.73
N 3.39 6.41 1.18
H 4.70 1.04 0.05
H 1.11 4.51 -0.57
C -2.92 1.50 -1.04
C -2.86 0.24 -1.84
N -1.79 -0.48 -2.09
C -2.09 -1.64 -2.78
C -3.40 -1.78 -3.09
S -4.28 -0.46 -2.46
C -0.99 -2.56 -3.03
C -1.00 -3.73 -3.72
S 0.55 -4.44 -3.68
C 1.16 -3.16 -2.74
N 0.24 -2.24 -2.47
C 2.59 -3.14 -2.33
H -2.07 1.53 -0.36
H -3.83 1.52 -0.45
H -2.92 2.38 -1.69
H -3.88 -2.58 -3.62
H -1.82 -4.18 -4.25
H 3.04 -4.12 -2.49
H 2.69 -2.90 -1.27
H 3.15 -2.42 -2.92
N -1.14 1.95 3.55
C -1.16 0.47 3.87
P -1.24 -0.41 2.23
O -2.67 -0.43 1.78
O -0.15 0.21 1.42
C -0.93 -2.18 2.68
N -2.26 -2.89 2.54
H -2.07 2.27 3.26
H -0.49 2.09 2.77
H -0.85 2.51 4.35
H -2.03 0.27 4.50
H -0.25 0.25 4.41
H -0.55 -2.32 3.69
H -0.21 -2.63 2.00
H -2.62 -3.23 3.44
H -2.22 -3.68 1.91
H -2.90 -2.15 2.16
*
```

Atomic partial charges in e from the Löwdin method, atoms 1 to 2:
1 Pd 0.611
2 S 0.927


[6]
A structure of composition C18H21BF4N7O2PdS2 at a distorted geometry, computed with ωB97M-V/def2-TZVPD.

Output
Gap between HOMO and LUMO (spin up / spin down) ... 6.94 / 6.81 eV
Highest occupied orbital energy (spin up / spin down) ... -11.48 / -12.26 eV
ΔE to the lowest compared entry with this formula, charge and spin ... 2.26 kJ/mol

Structure (ORCA input):
```
! RIJCOSX wB97M-V def2-TZVPD def2/J DEFGRID3
* xyz 1 3
Pd 0.96 -0.42 -0.29
O -2.57 -4.28 4.97
N -2.32 -4.37 3.77
O -2.64 -5.35 3.10
C -1.78 -3.19 3.13
C -1.51 -2.11 3.97
C -0.53 -1.16 3.59
C 0.28 -0.52 4.55
C 1.48 0.02 4.10
C 1.79 0.12 2.74
N 0.91 -0.40 1.83
C -0.09 -1.17 2.25
C -0.65 -2.15 1.34
N -0.28 -1.96 0.03
C -0.61 -2.88 -0.93
C -1.24 -4.04 -0.55
C -1.75 -4.18 0.76
C -1.35 -3.29 1.79
H -2.06 -2.07 4.92
H 0.19 -0.61 5.60
H 2.19 0.43 4.85
H 2.78 0.47 2.38
H -0.47 -2.61 -1.96
H -1.47 -4.88 -1.23
H -2.32 -5.06 0.99
S 1.23 -0.40 -2.54
C 1.75 1.26 -2.67
N 1.15 2.31 -3.23
C 2.05 3.47 -3.45
C 3.31 3.03 -2.68
N 2.98 1.60 -2.35
H 0.19 2.30 -3.50
H 1.59 4.39 -3.08
H 2.29 3.58 -4.52
H 3.55 3.65 -1.78
H 4.27 3.06 -3.27
H 3.70 1.02 -1.84
F 3.61 0.95 0.53
B 5.05 0.97 0.18
F 5.39 2.30 0.08
F 5.18 0.35 -1.24
F 5.78 0.26 1.12
C -2.60 0.97 -3.12
N -1.83 0.80 -1.89
C -1.83 1.71 -0.85
S -0.43 1.79 0.12
N -2.96 2.51 -0.74
C -4.27 1.91 -0.68
H -3.22 0.14 -3.19
H -1.89 0.94 -3.97
H -3.19 1.94 -3.09
H -0.94 0.29 -1.94
H -2.86 3.21 0.00
H -5.00 2.50 -1.26
H -4.76 1.88 0.28
H -4.26 0.93 -1.15
*
```

Atomic partial charges in e from the Löwdin method, atoms 1 to 2:
1 Pd 0.721
2 O 0.089


[7]
A structure of composition C18H21ClGeINReS2 at a distorted geometry, computed with ωB97M-V/def2-TZVPD.

Output
Gap between HOMO and LUMO (spin up / spin down) ... 6.62 / 6.69 eV
Highest occupied orbital energy (spin up / spin down) ... -8.23 / -7.85 eV

Structure (ORCA input):
```
! RIJCOSX wB97M-V def2-TZVPD def2/J DEFGRID3
* xyz 0 2
Re 0.96 0.36 0.96
S 3.03 0.41 -0.28
C 2.96 -1.27 0.01
N 1.85 -1.78 0.49
C 1.89 -3.14 0.57
C 0.85 -3.98 0.95
C 1.06 -5.34 0.92
C 2.29 -5.88 0.55
C 3.34 -5.06 0.17
C 3.12 -3.69 0.17
S 4.22 -2.43 -0.35
H -0.10 -3.56 1.25
H 0.26 -6.01 1.18
H 2.43 -6.95 0.55
H 4.29 -5.47 -0.13
C -4.07 -0.86 0.90
Ge -2.70 0.58 0.72
C -3.11 1.74 -0.85
C -2.79 1.63 2.39
C -0.97 -0.41 0.35
H -5.06 -0.42 1.01
H -3.86 -1.44 1.80
H -4.09 -1.52 0.05
H -4.10 2.17 -0.75
H -3.09 1.17 -1.78
H -2.40 2.55 -0.94
H -3.79 2.04 2.47
H -2.08 2.45 2.43
H -2.62 1.00 3.26
H -0.93 -0.61 -0.73
H -1.09 -1.38 0.85
Cl 2.15 5.00 0.31
C 1.58 4.00 -1.00
C 1.90 4.38 -2.29
C 1.46 3.62 -3.36
C 0.69 2.49 -3.13
C 0.36 2.13 -1.84
C 0.80 2.87 -0.73
C 0.41 2.45 0.64
H 2.49 5.27 -2.45
H 1.72 3.91 -4.36
H 0.34 1.89 -3.96
H -0.23 1.25 -1.65
H -0.67 2.63 0.75
H 0.92 3.07 1.39
I 0.35 0.11 3.50
*
```

Atomic partial charges in e from the Löwdin method, atoms 1 to 2:
1 Re 0.745
2 S 0.638


[8]
A cluster of 2 separate species, C18H21ClINO6 in total at a distorted geometry, computed with ωB97M-V/def2-TZVPD.

Output
Gap between HOMO and LUMO ... 7.45 eV
SMILES string ... O=C(I)Cc1cc2c(c(Cl)c1CCCCO)C(=O)NC2=O.CCOC(C)=O
Highest occupied orbital energy ... -9.31 eV

Structure (ORCA input):
```
! RIJCOSX wB97M-V def2-TZVPD def2/J DEFGRID3
* xyz 0 1
O 1.62 -2.11 -1.50
C 0.89 -1.11 -0.94
I 0.38 -1.32 1.17
C 0.52 0.16 -1.92
C -0.29 1.38 -1.20
C -1.75 1.20 -0.44
C -2.54 2.46 0.25
C -1.89 3.96 0.19
C -0.45 4.22 -0.57
Cl 0.17 5.98 -0.63
C 0.35 2.93 -1.25
C 1.77 3.28 -2.00
C 3.12 2.93 -1.14
C 3.27 3.76 0.27
C 3.44 2.84 1.61
O 2.84 1.50 1.53
C -2.93 4.96 0.97
O -2.78 6.28 1.12
N -4.03 4.01 1.45
C -3.98 2.53 1.03
O -4.85 1.54 1.24
H 1.54 0.52 -2.40
H -0.18 -0.23 -2.80
H -2.20 0.10 -0.41
H 1.77 4.40 -2.40
H 1.80 2.61 -2.99
H 3.21 1.77 -1.04
H 4.04 3.27 -1.82
H 4.13 4.57 0.15
H 2.27 4.39 0.41
H 2.85 3.41 2.48
H 4.57 2.84 1.93
H 1.89 1.57 1.21
H -4.97 4.44 1.24
O -2.18 -4.13 -1.12
C -1.57 -5.03 -0.55
O -2.24 -5.94 0.20
C -1.65 -7.12 0.77
C -0.97 -6.82 2.09
C -0.07 -5.09 -0.60
H -0.98 -7.61 0.05
H -2.47 -7.83 0.94
H -0.15 -6.10 1.97
H -0.57 -7.73 2.54
H -1.68 -6.36 2.79
H 0.33 -4.40 0.15
H 0.25 -4.78 -1.59
H 0.34 -6.08 -0.44
*
```

Atomic partial charges in e from the Löwdin method, atoms 1 to 2:
1 O -0.146
2 C -0.640